No. 1
The following is a DFT calculation (ωB97M-V with the def2-TZVPD basis set) of a 13-piece molecular cluster, H25O13 overall.

Output
Gap between HOMO and LUMO = 8.9 eV
Calculated total energy = -27024.8198 eV
LUMO = 0.0907 hartree

Geometry as ORCA input:
```
! RIJCOSX wB97M-V def2-TZVPD def2/J DEFGRID3
* xyz -1 1
O -3.89208 -0.53503 -0.68376
H -1.23696 -2.16366 -1.48035
H 0.59595 2.03109 -4.00240
O -0.66752 -0.43541 -2.79026
H -0.40309 0.28482 -2.19485
H -2.46167 -2.47156 -0.78030
O -0.33585 1.87127 -3.84048
H -0.57339 0.88543 -3.73393
O -1.16676 3.17361 1.78978
H -1.85852 3.44193 2.42293
H -1.55468 3.33603 0.91657
O -1.26710 -2.42722 1.53721
H 0.99700 -1.03645 3.16557
H -0.63834 -2.01013 2.14584
O -1.23515 3.54830 -1.42473
H -0.29223 3.36279 -1.21200
H -1.09412 3.07609 -2.27962
O 2.72606 -1.34171 1.08326
H 3.29565 -1.88575 0.52843
H -3.20329 -0.23595 -1.29511
O -1.92706 -2.87687 -1.49644
H -0.92545 -2.11335 0.67126
H 0.50230 -0.18424 1.95523
O 0.24408 -0.47558 2.90464
H 1.86505 -1.02264 0.45591
H -1.62567 -0.52449 -2.83344
O 3.95030 1.25802 0.60112
H 4.05132 0.30815 0.71253
H 3.12571 1.58831 0.96190
O 1.68294 -3.37083 2.41668
H 0.91022 -3.05583 1.91256
H 2.26054 -2.69489 1.97298
O 0.64684 -0.46635 0.19354
H 0.64645 -0.15166 -0.70654
H -3.50347 -0.77009 0.16713
O 1.09983 1.95096 -0.14081
H 0.66185 1.89981 0.72769
H 1.78311 1.34055 0.21411
*
```

How is the electron density shared among the atoms? According to Löwdin, the charges in e are:
1. O -0.05
2. H 0.02
3. H 0.04
4. O -0.03
5. H 0.05
6. H 0.01
7. O -0.10
8. H 0.02
9. O -0.06
10. H 0.04
11. H 0.01
12. O -0.09
13. H 0.03
14. H -0.02
15. O -0.10
16. H 0.02
17. H 0.01
18. O -0.20
19. H 0.04
20. H 0.02
21. O -0.08
22. H 0.00
23. H 0.03
24. O -0.11
25. H 0.00
26. H 0.06
27. O -0.06
28. H 0.01
29. H 0.01
30. O -0.12
31. H 0.00
32. H -0.02
33. O -0.32
34. H -0.05
35. H 0.04
36. O -0.10
37. H 0.04
38. H 0.01

No. 2
The following is a DFT calculation (ωB97M-V with the def2-TZVPD basis set) of a 7-piece molecular cluster, C21H42O21 overall.

Output
Gap between HOMO and LUMO = 10.5 eV
Structure (SMILES) = COC(=O)OC.COC(=O)OC.COC(=O)OC.COC(=O)OC.COC(=O)OC.COC(=O)OC.COC(=O)OC
Calculated total energy = -65441.7303 eV
LUMO = 0.0179 hartree

Geometry as ORCA input:
```
! RIJCOSX wB97M-V def2-TZVPD def2/J DEFGRID3
* xyz 0 1
C 40.67100 23.61900 3.70800
O 41.52400 24.26100 4.72400
C 42.81500 24.18800 4.73400
O 43.50200 23.41500 4.06000
O 43.37000 25.18300 5.45400
C 44.78100 25.32900 5.51500
H 39.77200 23.54700 4.38900
H 41.18200 22.51100 3.47400
H 40.67000 24.33000 2.87700
H 44.91100 26.39000 5.68900
H 45.56400 25.15800 4.50600
H 45.24700 24.67400 6.40200
C 45.39100 21.30700 5.45900
O 44.68100 20.74800 6.55300
C 44.39900 19.45200 6.65600
O 44.71300 18.70800 5.71200
O 43.78200 19.01400 7.75900
C 43.34000 17.62700 7.97200
H 45.62200 22.27100 5.51500
H 44.74200 21.32600 4.53000
H 46.34000 20.85800 5.43100
H 44.02700 16.92500 7.81600
H 42.76300 17.77700 6.99300
H 42.65600 17.54400 8.80000
C 50.16400 23.27500 7.74600
O 49.80600 21.92700 8.26100
C 49.17900 21.03200 7.52700
O 49.09600 21.07000 6.28000
O 48.91800 19.91000 8.22700
C 48.47300 18.66600 7.59500
H 50.59000 23.39200 6.78600
H 51.04000 23.68500 8.35900
H 49.43600 24.14100 7.95800
H 48.68800 18.71900 6.60300
H 47.39200 18.93600 7.68200
H 48.64500 17.84200 7.88600
C 41.47100 24.62600 -1.23600
O 42.52800 23.82500 -0.85600
C 42.37800 22.60300 -0.36600
O 41.27700 22.11600 -0.16800
O 43.60200 22.03500 -0.11100
C 43.52500 20.85700 0.63500
H 40.81500 24.87800 -0.50500
H 40.93400 24.08600 -1.77600
H 41.70900 25.47200 -1.66400
H 44.25700 20.21300 0.97500
H 43.06900 20.34100 -0.03500
H 42.71100 20.86700 1.50800
C 48.55100 28.13400 6.82900
O 47.83100 27.29500 5.86900
C 47.77900 27.66400 4.49000
O 48.71400 28.27000 4.17300
O 46.81800 27.11800 3.73600
C 46.72100 27.33200 2.42300
H 47.88700 28.90800 7.42900
H 49.52900 28.71000 6.56800
H 48.85000 27.62500 7.74700
H 46.16400 26.43400 2.09000
H 47.54700 27.57100 2.01000
H 46.06500 28.00500 2.46200
C 48.88800 21.48800 -0.18000
O 48.55100 21.04300 -1.48500
C 48.33500 21.84400 -2.45900
O 48.50900 23.05600 -2.49800
O 47.82700 21.24300 -3.48500
C 47.32700 21.98400 -4.62700
H 49.46000 20.86200 0.56600
H 48.02000 21.63900 0.42600
H 49.45800 22.36900 -0.45700
H 46.76300 21.16000 -5.12000
H 48.27600 22.24800 -5.39000
H 46.68400 22.84000 -4.41600
C 46.00000 24.06600 0.34700
O 47.02600 24.49200 1.21300
C 47.22600 23.73800 2.37200
O 46.75200 22.67500 2.68600
O 47.97300 24.50100 3.24700
C 48.30500 23.86600 4.46700
H 45.87000 24.50800 -0.66000
H 45.03900 23.96700 0.76200
H 46.24700 22.93500 -0.07400
H 48.83300 22.93700 4.26300
H 47.57800 23.56000 5.18200
H 48.91400 24.56100 5.22000
*
```

How is the electron density shared among the atoms? According to Löwdin, the charges in e are:
1. C 0.02
2. O -0.03
3. C -0.60
4. O 0.07
5. O -0.01
6. C -0.07
7. H 0.11
8. H 0.15
9. H 0.09
10. H 0.07
11. H 0.16
12. H 0.13
13. C -0.03
14. O 0.01
15. C -0.58
16. O 0.07
17. O -0.03
18. C 0.03
19. H 0.01
20. H 0.12
21. H 0.08
22. H 0.04
23. H 0.13
24. H 0.09
25. C -0.02
26. O 0.02
27. C -0.56
28. O 0.06
29. O 0.01
30. C 0.06
31. H 0.06
32. H 0.11
33. H 0.11
34. H 0.07
35. H 0.13
36. H -0.01
37. C -0.02
38. O 0.04
39. C -0.53
40. O 0.12
41. O 0.00
42. C -0.05
43. H 0.08
44. H 0.03
45. H 0.07
46. H 0.08
47. H 0.02
48. H 0.15
49. C -0.09
50. O -0.07
51. C -0.53
52. O 0.17
53. O 0.00
54. C -0.03
55. H 0.11
56. H 0.12
57. H 0.06
58. H 0.13
59. H 0.06
60. H 0.05
61. C -0.01
62. O 0.04
63. C -0.68
64. O 0.08
65. O -0.01
66. C -0.03
67. H 0.12
68. H 0.06
69. H 0.10
70. H 0.09
71. H 0.16
72. H 0.08
73. C -0.07
74. O -0.04
75. C -0.50
76. O 0.14
77. O -0.03
78. C -0.07
79. H 0.10
80. H 0.05
81. H 0.13
82. H 0.09
83. H 0.06
84. H 0.13

No. 3
The following is a DFT calculation (ωB97M-V with the def2-TZVPD basis set) of C24H20BrIIrN3OSe2 as an isolated structure.

Output
Gap between HOMO and LUMO (alpha / beta) = 6.6 / 6.6 eV
Calculated total energy = -243402.2371 eV
LUMO (alpha / beta) = -0.0414 / -0.0414 hartree

Geometry as ORCA input:
```
! RIJCOSX wB97M-V def2-TZVPD def2/J DEFGRID3
* xyz 0 1
Ir 1.00335 0.01830 0.25025
Se -0.31953 2.61119 -1.56732
Se -0.53236 0.45992 -2.58617
C -2.30062 0.25949 -1.79693
C -3.43068 0.35230 -2.59594
C -4.66536 0.15041 -1.99280
C -4.71293 -0.14782 -0.64155
C -3.51877 -0.21003 0.06580
N -2.33813 0.00190 -0.50475
C 1.48212 2.86348 -2.21449
C 1.78922 3.91041 -3.07152
C 3.11900 4.08508 -3.42930
C 4.07624 3.23768 -2.89628
C 3.65669 2.20060 -2.07373
N 2.38103 2.01277 -1.75037
H -3.34245 0.57847 -3.64934
H -5.57387 0.21668 -2.57698
H -5.65418 -0.33215 -0.14215
H -3.49838 -0.44478 1.12495
H 1.01163 4.56594 -3.43754
H 3.40299 4.88268 -4.10352
H 5.12726 3.37365 -3.11055
H 4.36191 1.50321 -1.63569
Br 0.34026 -6.63521 -0.16922
C 0.50154 -4.75411 -0.02629
C 1.54450 -4.20171 0.70022
C 1.64224 -2.82143 0.79322
C 0.71521 -1.95861 0.18980
C -0.31206 -2.55305 -0.53797
C -0.41989 -3.93831 -0.64993
H 2.27257 -4.83787 1.18627
H 2.46841 -2.41099 1.35985
H -1.06516 -1.95955 -1.03248
H -1.22519 -4.37071 -1.22871
I 3.70891 -0.02776 2.24729
C 2.15919 1.19732 1.41887
H 2.70121 1.91121 0.80093
H 1.70033 1.64914 2.29100
N -3.40029 0.46911 6.20512
C -2.72102 0.37983 5.28105
C -1.86822 0.28456 4.12357
C -1.82989 1.32439 3.19635
C -1.00128 1.23056 2.09302
C -0.18323 0.11210 1.86201
C -0.21611 -0.90005 2.82998
C -1.05339 -0.82630 3.93435
H -2.44528 2.20200 3.35120
H -0.99405 2.04859 1.38213
H 0.41882 -1.76853 2.73414
H -1.07516 -1.63435 4.65494
O 2.70998 -0.76590 -1.41090
H 3.18034 -1.52980 -1.05709
H 2.22255 -1.06393 -2.18678
*
```

How is the electron density shared among the atoms? According to Löwdin, the charges in e are:
1. Ir 0.96
2. Se 0.72
3. Se 0.71
4. C -0.69
5. C -0.10
6. C -0.06
7. C -0.04
8. C -0.10
9. N 0.03
10. C -0.69
11. C -0.09
12. C -0.06
13. C -0.05
14. C -0.12
15. N -0.01
16. H 0.10
17. H 0.11
18. H 0.11
19. H 0.12
20. H 0.10
21. H 0.11
22. H 0.11
23. H 0.11
24. Br 0.72
25. C -0.71
26. C -0.13
27. C -0.16
28. C -0.33
29. C -0.11
30. C -0.13
31. H 0.10
32. H 0.01
33. H 0.05
34. H 0.10
35. I 0.75
36. C -0.77
37. H -0.04
38. H -0.03
39. N 0.14
40. C -0.20
41. C -0.26
42. C -0.05
43. C -0.14
44. C -0.33
45. C -0.09
46. C -0.03
47. H 0.12
48. H 0.06
49. H 0.08
50. H 0.12
51. O -0.12
52. H 0.06
53. H 0.05

No. 4
The following is a DFT calculation (ωB97M-V with the def2-TZVPD basis set) of C21H36N6ORhS as an isolated structure.

Output
Gap between HOMO and LUMO (alpha / beta) = 8.5 / 5.0 eV
Calculated total energy = -47164.8924 eV
LUMO (alpha / beta) = -0.3086 / -0.4361 hartree

Geometry as ORCA input:
```
! RIJCOSX wB97M-V def2-TZVPD def2/J DEFGRID3
* xyz 3 5
Rh -0.47625 -0.09693 -0.72999
C -3.12479 -2.54397 -2.67655
N -2.11033 -1.58112 -3.02457
C -2.44039 -0.17944 -3.13034
C -0.94004 -2.07865 -3.72319
C 0.28319 -1.17562 -3.66179
N 0.86637 -0.91783 -2.31963
C 2.00880 0.01095 -2.52088
C 1.30761 -2.17485 -1.66427
H -3.50184 -3.01539 -3.59643
H -3.94771 -2.06697 -2.15713
H -2.69851 -3.33549 -2.05742
H -2.21681 0.20266 -4.12929
H -1.82852 0.41639 -2.42553
H -3.48652 -0.01216 -2.89396
H -1.20498 -2.18456 -4.78562
H -0.72291 -3.08360 -3.36169
H 0.07103 -0.21096 -4.12225
H 1.04687 -1.65944 -4.27859
H 2.72043 -0.41770 -3.23210
H 2.51306 0.17924 -1.57650
H 1.64924 0.95878 -2.91904
H 1.92731 -2.77204 -2.34082
H 0.44795 -2.77782 -1.36091
H 1.89617 -1.93318 -0.78226
C -4.48805 -1.08990 0.92676
C -3.00750 -0.91814 0.98726
O -2.36080 -1.00513 -0.08851
C -2.36399 -0.71257 2.28243
C -0.99040 -0.96386 2.43096
C -0.39739 -0.91990 3.67437
C -1.16339 -0.59254 4.79230
C -2.51414 -0.29959 4.65676
C -3.11486 -0.36198 3.41133
H -4.82262 -1.26710 -0.09177
H -4.98754 -0.19893 1.31234
H -4.79315 -1.92826 1.55539
H -0.40052 -1.25886 1.57263
H 0.64950 -1.16690 3.79262
H -0.70328 -0.57467 5.77179
H -3.10089 -0.03675 5.52690
H -4.16832 -0.13195 3.32600
N -0.49440 2.19284 1.32716
C -1.23060 3.17129 1.85766
C -2.31258 3.38602 1.01904
C -2.15181 2.46833 -0.00807
N -1.03768 1.74037 0.18218
H 0.34484 1.73944 1.68709
H -0.94898 3.65783 2.77873
H -3.09528 4.11647 1.13302
H -2.77334 2.31732 -0.87660
C 5.06496 -0.53693 1.27563
N 4.58731 0.81667 1.05436
C 5.53726 1.94183 0.99764
C 4.64007 3.15623 0.70442
N 3.30609 2.53511 0.64836
C 3.34278 1.22201 0.88172
S 1.96247 0.19468 1.00088
H 5.62319 -0.58542 2.21019
H 5.73420 -0.83018 0.46644
H 4.22725 -1.22410 1.32652
H 6.27711 1.76417 0.21844
H 6.06745 2.02577 1.94504
H 4.87813 3.63575 -0.24168
H 4.68023 3.90469 1.49179
H 2.46023 3.06654 0.55129
*
```

How is the electron density shared among the atoms? According to Löwdin, the charges in e are:
1. Rh 1.11
2. C 0.02
3. N -0.09
4. C 0.01
5. C -0.10
6. C -0.16
7. N -0.36
8. C -0.07
9. C -0.07
10. H 0.15
11. H 0.09
12. H 0.13
13. H 0.14
14. H 0.06
15. H 0.12
16. H 0.18
17. H 0.14
18. H 0.13
19. H 0.15
20. H 0.12
21. H 0.03
22. H 0.10
23. H 0.12
24. H 0.09
25. H 0.05
26. C 0.03
27. C -0.32
28. O -0.12
29. C -0.18
30. C -0.07
31. C -0.05
32. C -0.01
33. C -0.02
34. C 0.01
35. H 0.08
36. H 0.11
37. H 0.12
38. H 0.05
39. H 0.11
40. H 0.13
41. H 0.13
42. H 0.12
43. N -0.01
44. C -0.03
45. C -0.01
46. C -0.12
47. N -0.13
48. H 0.04
49. H 0.15
50. H 0.12
51. H 0.12
52. C -0.01
53. N -0.14
54. C -0.06
55. C -0.08
56. N 0.04
57. C -0.73
58. S 0.69
59. H 0.11
60. H 0.11
61. H 0.06
62. H 0.14
63. H 0.14
64. H 0.13
65. H 0.13
66. H 0.14

ΔE to the lowest compared entry with this formula, charge and spin across the listed records, respectively: 2.555 14.108 2.715 0.171 eV.